Computed, not measured: a cluster of 5 separate species, C28H31F5N2O14 in total, with ωB97M-V/def2-TZVPD.

Cartesian coordinates (Å):
C (4.7459, -3.8496, 1.1296)
C (4.7609, -2.3307, 1.2525)
C (3.9217, -1.8291, 2.3994)
O (3.6651, -2.4723, 3.3827)
O (3.5116, -0.5243, 2.2765)
C (2.4570, -0.3378, 1.3080)
C (2.9147, 0.6496, 0.2416)
C (2.1967, 0.5810, -1.0835)
C (2.8960, 0.5946, -2.2529)
C (2.2533, 0.5957, -3.5073)
C (0.8972, 0.5832, -3.5818)
C (0.1333, 0.5648, -2.4062)
N (-1.2265, 0.5588, -2.4814)
C (-1.8774, 0.5486, -1.3590)
C (-1.2324, 0.5250, -0.0872)
C (-1.9908, 0.5036, 1.2101)
C (-3.3118, -0.2589, 1.2148)
C (-3.4459, -1.2253, 2.3731)
F (-4.3740, 0.6551, 1.2974)
N (0.0652, 0.5399, -0.0024)
C (0.7838, 0.5592, -1.1539)
H (5.2015, -4.1673, 0.1958)
H (3.7230, -4.2170, 1.1779)
H (5.2859, -4.2955, 1.9613)
H (5.7751, -1.9664, 1.4280)
H (4.4226, -1.8504, 0.3340)
H (2.1655, -1.2944, 0.8694)
H (1.5922, 0.0372, 1.8423)
H (2.8541, 1.6609, 0.6474)
H (3.9717, 0.4611, 0.0529)
H (3.9773, 0.6169, -2.2166)
H (2.8310, 0.6221, -4.4194)
H (0.3887, 0.6088, -4.5327)
H (-2.9602, 0.5641, -1.4080)
H (-1.3182, 0.0414, 1.9306)
H (-2.1491, 1.5237, 1.5606)
H (-3.4578, -0.8000, 0.2782)
H (-3.5674, -0.6609, 3.2969)
H (-4.3276, -1.8485, 2.2382)
H (-2.5678, -1.8629, 2.4453)
O (2.7085, 1.2308, -8.3946)
C (2.0204, 0.3018, -8.1490)
O (1.7545, -0.7237, -8.9868)
C (1.0305, -1.7301, -8.2652)
C (0.4237, -0.9272, -7.1393)
F (0.3208, -1.6363, -5.9850)
O (1.3614, 0.1187, -6.9633)
H (1.7267, -2.4761, -7.8799)
H (0.2888, -2.2049, -8.8952)
H (-0.5537, -0.4977, -7.3666)
O (-1.3798, -3.5169, -7.9404)
C (-2.1608, -3.1977, -7.1076)
O (-2.4230, -3.8861, -5.9810)
C (-3.2506, -3.0782, -5.1349)
C (-3.8893, -2.1311, -6.1314)
F (-4.0924, -0.8971, -5.6219)
O (-2.9070, -2.0614, -7.1522)
H (-2.6237, -2.5278, -4.4319)
H (-3.9607, -3.7002, -4.5990)
H (-4.8244, -2.4883, -6.5655)
O (-0.7212, 3.9354, 2.5807)
C (-0.1366, 3.3027, 3.3934)
O (-0.1890, 1.9566, 3.5036)
C (0.7623, 1.5375, 4.4938)
C (0.9241, 2.7996, 5.3142)
F (2.1796, 2.9473, 5.7968)
O (0.6661, 3.8199, 4.3596)
H (1.7013, 1.2634, 4.0095)
H (0.3758, 0.6944, 5.0587)
H (0.2118, 2.8921, 6.1313)
O (-0.7734, 1.2616, 8.2956)
C (-1.5328, 2.1587, 8.4284)
O (-1.4642, 3.3265, 7.7438)
C (-2.6386, 4.0958, 8.0305)
C (-3.0771, 3.5085, 9.3575)
F (-4.4215, 3.4830, 9.4929)
O (-2.5884, 2.1799, 9.2809)
H (-3.3901, 3.9154, 7.2611)
H (-2.3953, 5.1529, 8.0718)
H (-2.6468, 3.9939, 10.2347)

Results
Orbital gap (eV): 8.86
Total charge: 0
Maximum force (eV Å⁻¹): 0.65
E_HOMO (eV): -9.021
SMILES string: CCC(=O)OCCc1cccc2ncc(C[C@@H](C)F)nc12.O=C1OC[C@@H](F)O1.O=C1OC[C@@H](F)O1.O=C1OC[C@@H](F)O1.O=C1OC[C@@H](F)O1
Electronic energy (eV): -74772.56249
2S+1: 1
LUMO level (Eh): -0.0060

Here are the Löwdin charges for atoms 1 to 4, given in e: -0.09 -0.15 -0.49 0.14